The following is a DFT calculation (ωB97M-V/def2-TZVPD) of 2 unconnected molecules or ions with the total composition C5H13NO.

The calculation puts the LUMO energy at 0.02866 hartree. As for the net charge: 0. The total energy comes out at -8931.755 eV. Its SMILES is C=C(N)CCC.O. As for the frontier orbital gap: 9.871 eV.

Cartesian coordinates (Å):
1 C 0.94 -1.83 1.21
2 C 0.17 -1.12 0.38
3 N -1.27 -1.10 0.14
4 C 0.81 -0.34 -0.72
5 C 0.56 1.26 -0.71
6 C -0.49 1.66 -1.82
7 H 2.02 -1.71 1.21
8 H 0.55 -2.34 2.04
9 H -1.67 -1.34 -0.79
10 H -1.79 -1.70 0.73
11 H 1.86 -0.55 -0.68
12 H 0.51 -0.82 -1.73
13 H 0.15 1.60 0.27
14 H 1.53 1.79 -0.84
15 H -0.01 1.82 -2.80
16 H -1.25 0.90 -1.58
17 H -0.91 2.63 -1.47
18 O -0.82 0.51 2.71
19 H -0.96 -0.13 1.84
20 H 0.08 0.80 2.59